Molecular formula: C17H27FNO2P2V
Method: DFT, ωB97M-V/def2-TZVPD

As for the spin multiplicity: 4. The calculated total energy is -2595.5680 hartree. The value obtained for the energy relative to the best compared isomer or geometry (same formula, charge and spin) is 0.0 kcal per mole. Its net charge is +1.

Last column: Löwdin charge in e.
Atoms and positions in Å:
C  0.0012  3.5730  0.4199  -0.24
H  -1.1625  4.0254  -2.0527  0.05
F  2.2547  -0.2137  5.6824  0.03
H  0.3206  3.2548  1.4187  0.05
H  -0.2692  0.0241  5.1970  0.12
C  -1.8386  3.2491  -1.6819  -0.24
H  -2.1225  2.6201  -2.5400  0.05
H  -3.0836  -2.4096  -4.6647  0.04
H  0.5789  -2.6626  -2.4695  0.04
H  0.2530  -3.4466  2.1746  0.06
C  -2.9628  0.4355  0.4882  -0.31
H  -3.0891  2.5396  0.6651  0.09
P  0.1849  -2.5340  -0.0953  0.84
H  1.6691  0.6654  -2.8547  0.07
H  2.0035  -3.0959  -1.5159  0.05
H  -0.4596  4.5724  0.5009  0.06
C  -2.6056  -1.8188  0.0270  -0.28
C  0.6427  -0.2066  1.9091  -0.29
H  -4.2926  -3.1081  -0.0018  0.13
C  0.8006  -3.6209  1.2398  -0.24
C  -1.6291  -2.9767  -0.0475  -0.24
O  1.1471  1.0394  -2.1273  -0.10
C  1.7142  -0.1773  4.4183  -0.26
H  -2.1694  -1.2771  -5.1018  0.01
C  -0.1958  -0.0406  3.0046  -0.14
H  0.8839  3.6407  -0.2331  0.05
V  -0.1464  -0.1227  -0.0979  0.52
C  0.3338  -0.0477  4.2996  -0.01
P  -0.9940  2.2662  -0.3843  0.84
C  -4.3085  0.2085  0.7049  0.00
C  -3.9621  -2.0737  0.1647  -0.01
C  2.0382  -0.2605  2.0352  -0.14
O  -2.9084  -1.7949  -5.3997  -0.05
H  -1.7016  -3.5152  0.9297  0.11
H  0.7138  1.7470  -2.6064  0.03
H  -1.2683  0.0837  2.8661  0.07
H  -5.8977  -1.2284  0.6521  0.12
H  -1.9463  1.7639  1.8012  0.10
H  -1.8977  -3.6524  -0.8653  0.10
H  0.7165  -4.2798  -1.7552  0.05
H  -4.9015  1.0530  1.0012  0.12
C  2.5677  -0.2784  3.3293  -0.03
H  -2.7362  3.7427  -1.2841  0.06
H  2.7034  -0.2776  1.1510  0.10
H  1.8532  -3.3860  1.4335  0.05
C  -2.3257  1.7656  0.7616  -0.29
H  3.6523  -0.3570  3.5002  0.12
N  -2.1207  -0.5560  0.1273  -0.01
H  0.7154  -4.6916  1.0044  0.06
C  0.9206  -3.2213  -1.5956  -0.27
C  -4.8385  -1.0657  0.5364  -0.01